Entry 1:
{
  "formula": "C7H21F3O8Zr",
  "method": "wB97M-V/def2-TZVPD",
  "total_charge": 0,
  "lumo_energy_ev": -0.235,
  "homo_lumo_gap_ha": 0.2929,
  "homo_ev": -8.20,
  "elements": ["Zr", "C", "O", "H", "H", "H", "C", "O", "H", "H", "H", "C", "O", "H", "H", "H", "C", "O", "O", "C", "F", "F", "F", "C", "C", "H", "H", "H", "H", "H", "H", "O", "H", "H", "O", "H", "H", "O", "H", "H"],
  "xyz": [[-0.439, -0.931, -0.480], [2.083, -3.351, -1.259], [0.977, -2.669, -0.684], [2.150, -4.428, -1.105], [2.162, -3.160, -2.329], [3.034, -3.108, -0.784], [-2.891, -3.063, 0.865], [-2.178, -2.036, 0.290], [-3.104, -3.799, 0.090], [-2.391, -3.747, 1.552], [-3.872, -2.761, 1.231], [-0.852, -1.900, -3.926], [-0.874, -1.369, -2.657], [-0.211, -2.782, -3.914], [-1.835, -2.252, -4.238], [-0.569, -1.224, -4.733], [1.717, 1.825, 0.013], [0.848, 2.058, 1.113], [1.143, 0.672, -0.583], [1.957, 3.128, -0.901], [2.819, 3.948, -0.315], [2.385, 2.817, -2.155], [0.822, 3.831, -1.072], [1.115, 3.075, 2.048], [0.173, 2.857, 3.259], [0.327, 3.573, 4.067], [-0.849, 3.015, 2.916], [0.303, 1.822, 3.574], [1.130, 4.073, 1.609], [2.088, 3.024, 2.536], [2.739, 1.589, 0.311], [-1.891, 0.664, -1.265], [-2.333, 1.435, -0.909], [-2.021, 0.729, -2.212], [0.366, -1.232, 1.569], [-0.015, -1.178, 2.446], [1.114, -1.820, 1.669], [-1.500, 0.637, 1.243], [-2.370, 0.510, 1.621], [-1.255, 1.527, 1.498]],
  "forces_ev_per_angstrom": [[0.3, -3.5, -3.3], [-0.2, 0.7, 0.3], [-0.9, 1.5, 0.7], [-1.2, -0.4, 0.0], [0.0, 0.1, -0.1], [0.2, 0.9, 0.0], [-0.3, -1.1, -1.3], [2.6, 2.3, -0.4], [-0.4, -0.1, -0.5], [0.5, 0.6, 0.8], [0.0, 0.2, 0.4], [-0.1, -0.8, 0.3], [0.2, 2.0, 3.1], [0.3, -0.1, -0.4], [-0.4, -0.2, 0.1], [0.5, 0.4, 0.1], [-1.2, -2.3, -1.0], [0.3, 0.8, 0.0], [-0.3, 1.0, 0.1], [-1.8, -1.5, -0.7], [0.6, 0.1, 0.1], [0.1, 0.1, 1.2], [-0.2, 0.0, 0.1], [0.6, 0.4, 1.6], [-0.2, 0.4, -1.5], [0.3, -0.2, 0.0], [-0.3, -0.1, 0.2], [-0.1, 0.1, 0.3], [-0.7, 0.1, -0.1], [0.7, -0.5, -0.5], [0.2, -0.1, 0.6], [-0.3, 0.4, -0.3], [0.1, 0.1, 0.6], [0.3, -0.6, -0.6], [0.5, -0.1, 0.8], [-0.6, 0.3, 0.0], [0.4, -0.5, -0.6], [-0.2, -0.1, 0.2], [-0.4, -0.6, -0.1], [0.8, 0.3, -0.1]],
  "lowdin_charge": [2.0322, -0.2371, -0.4693, 0.0586, 0.0657, 0.0556, -0.2673, -0.4579, 0.0662, 0.0657, 0.0655, -0.2658, -0.4622, 0.0655, 0.0617, 0.0640, -0.3191, -0.1201, -0.3104, -0.5404, 0.1515, 0.1342, 0.1299, -0.2592, -0.0553, 0.0809, 0.0622, 0.0797, 0.1161, 0.1181, 0.1537, -0.1257, 0.0829, 0.0823, -0.1236, 0.0920, 0.0889, -0.0839, 0.0857, 0.0388]
}

***

Entry 2:
{
  "formula": "C7H21N4",
  "method": "wB97M-V/def2-TZVPD",
  "total_charge": 1,
  "lumo_energy_ev": -3.592,
  "homo_lumo_gap_ha": 0.3591,
  "homo_ev": -13.36,
  "elements": ["C", "C", "C", "C", "C", "C", "C", "N", "N", "N", "N", "H", "H", "H", "H", "H", "H", "H", "H", "H", "H", "H", "H", "H", "H", "H", "H", "H", "H", "H", "H", "H"],
  "xyz": [[3.692, 1.479, -0.260], [2.826, -0.517, -1.330], [2.490, -0.361, 1.277], [-4.418, 1.360, 0.417], [-1.921, -2.388, 0.822], [1.307, 1.064, -0.219], [2.660, 0.386, -0.083], [0.140, 0.625, -0.634], [-3.136, 1.021, -0.007], [-2.353, 1.916, -0.358], [-2.256, -1.544, -0.384], [3.638, 2.188, 0.547], [4.577, 0.949, -0.290], [3.515, 1.965, -1.214], [2.780, 0.049, -2.241], [2.104, -1.314, -1.379], [3.851, -0.959, -1.318], [3.251, -0.060, 1.988], [1.458, -0.246, 1.572], [2.596, -1.482, 1.153], [-4.402, 2.407, 0.536], [-5.135, 0.971, -0.173], [-4.594, 0.860, 1.404], [-1.457, -1.894, 1.612], [-2.794, -2.747, 1.334], [-1.361, -3.314, 0.658], [1.255, 2.072, 0.071], [0.206, -0.308, -0.916], [-1.507, 1.499, -0.667], [-2.723, -0.245, -0.084], [-2.937, -2.043, -0.971], [-1.352, -1.390, -0.863]],
  "forces_ev_per_angstrom": [[-1.7, 0.1, 0.6], [1.3, -0.6, 1.0], [1.0, -1.6, -1.1], [0.9, 0.3, 4.0], [-1.1, -1.3, -0.6], [-2.4, -1.3, -1.3], [-2.3, -0.3, -1.5], [2.3, 2.1, 1.2], [3.3, -1.5, -1.4], [-3.0, 0.3, 0.8], [0.8, 0.0, 1.2], [0.3, 0.4, 0.3], [2.4, -0.4, 0.0], [0.1, 0.2, 0.0], [-0.2, 0.4, -0.4], [-0.3, -0.5, 0.0], [-0.8, 0.1, 0.1], [-0.3, 0.2, 0.4], [0.0, 0.3, 0.9], [0.1, 1.2, -0.1], [-0.7, 1.3, 0.1], [-2.4, -1.0, -2.4], [0.2, 0.5, -0.6], [1.3, 1.6, 0.8], [-1.0, 0.0, -0.3], [0.1, 0.4, -0.7], [0.2, 1.5, 0.6], [0.5, -2.0, -0.7], [1.9, -0.8, -0.3], [-0.3, 0.3, -0.3], [0.7, 0.3, 0.1], [-1.2, -0.2, -0.2]],
  "lowdin_charge": [-0.0411, -0.0518, -0.0057, -0.0504, -0.0850, -0.1340, -0.5560, 0.0898, -0.1244, 0.2127, 0.0036, 0.0930, 0.0659, 0.0994, 0.0811, 0.0656, 0.1086, 0.0847, 0.0581, 0.1035, 0.0870, 0.0635, 0.1272, 0.0550, 0.0773, 0.0932, 0.1093, 0.0008, -0.0060, 0.1580, 0.1295, 0.0873]
}

***

Entry 3:
{
  "formula": "C7H21NO4",
  "method": "wB97M-V/def2-TZVPD",
  "total_charge": 0,
  "lumo_energy_ev": 0.428,
  "homo_lumo_gap_ha": 0.3526,
  "homo_ev": -9.17,
  "elements": ["C", "C", "C", "C", "C", "C", "C", "N", "H", "H", "H", "H", "H", "H", "H", "H", "H", "H", "H", "H", "H", "O", "H", "H", "O", "H", "H", "O", "H", "H", "O", "H", "H"],
  "xyz": [[1.096, -0.272, 3.094], [0.939, -0.077, 1.792], [-0.317, -0.159, 0.972], [-0.972, -1.277, 0.678], [-0.717, -2.611, 1.314], [-0.950, 1.189, 0.715], [-0.078, 2.439, 0.534], [0.494, 2.992, 1.766], [0.329, -0.582, 3.786], [2.109, -0.096, 3.466], [1.699, 0.367, 1.156], [-1.844, -1.206, 0.029], [-0.720, -3.389, 0.536], [0.232, -2.738, 1.839], [-1.509, -2.716, 2.056], [-1.564, 1.373, 1.601], [-1.757, 1.101, -0.019], [0.789, 2.147, -0.044], [-0.632, 3.270, 0.086], [-0.285, 3.327, 2.329], [0.957, 2.354, 2.400], [2.334, -1.055, -0.658], [2.066, -1.883, -0.226], [1.638, -0.860, -1.264], [-2.428, -1.692, -2.934], [-1.920, -2.502, -2.853], [-1.870, -1.099, -3.440], [0.128, -0.691, -4.175], [-0.483, 0.017, -4.389], [0.507, -0.520, -3.327], [0.737, 1.473, -2.550], [1.673, 1.735, -2.594], [0.321, 1.642, -1.677]],
  "forces_ev_per_angstrom": [[1.1, 0.1, -0.4], [-1.2, 0.4, -0.7], [0.0, 0.3, 0.9], [0.4, 0.1, 0.2], [0.3, -0.2, -0.7], [-1.0, 0.3, 0.1], [0.6, -0.7, 0.9], [-0.7, 0.8, 0.5], [-0.1, -0.2, -0.1], [-0.4, -0.1, 0.3], [0.6, -0.3, 0.5], [0.0, -0.1, 0.1], [-0.5, -0.1, 0.4], [0.0, 0.5, 0.0], [-0.1, -0.6, -0.1], [0.1, 0.1, 0.3], [0.4, 0.0, -0.6], [0.2, 0.3, -0.6], [0.2, -0.4, -0.3], [0.1, 0.3, -0.1], [0.1, -0.5, -0.5], [0.8, -0.7, 0.7], [0.1, 0.4, -0.2], [-0.9, 0.2, -0.6], [-0.5, 0.0, 0.3], [0.1, 0.0, -0.1], [0.3, -0.2, -0.1], [-0.6, -1.1, -1.3], [0.4, 0.4, 0.2], [0.2, 0.8, 0.7], [-0.3, -0.2, 0.2], [-0.7, 0.1, 0.6], [1.0, 0.1, -0.8]],
  "lowdin_charge": [0.0209, -0.1732, -0.2753, -0.1261, -0.0911, -0.1604, -0.2805, -0.0031, 0.0673, 0.0658, 0.0955, 0.1048, 0.0718, 0.0662, 0.0806, 0.1195, 0.1144, 0.0793, 0.1205, 0.0673, 0.0423, -0.0383, 0.0545, -0.0040, -0.0601, 0.0323, -0.0104, -0.0480, 0.0385, -0.0130, -0.0550, 0.0745, 0.0224]
}

***

Entry 4:
{
  "formula": "C7H21NP3",
  "method": "wB97M-V/def2-TZVPD",
  "total_charge": 1,
  "lumo_energy_ev": [-4.645, -4.764],
  "homo_lumo_gap_ha": [0.2843, 0.2870],
  "homo_ev": [-12.38, -12.57],
  "elements": ["C", "C", "C", "C", "C", "C", "C", "N", "P", "P", "P", "H", "H", "H", "H", "H", "H", "H", "H", "H", "H", "H", "H", "H", "H", "H", "H", "H", "H", "H", "H", "H"],
  "xyz": [[-2.925, 0.744, -1.021], [-1.495, -0.990, 0.798], [-0.968, 1.253, 1.685], [1.115, -2.779, -0.499], [2.855, 1.335, -1.270], [-1.454, 1.054, -0.757], [-0.826, 0.342, 0.467], [0.658, 0.119, 0.181], [1.611, -0.225, 1.709], [1.052, -1.089, -1.216], [1.351, 1.768, -0.325], [-3.539, 0.958, -0.152], [-3.079, -0.292, -1.313], [-3.273, 1.374, -1.836], [-1.536, -1.666, -0.051], [-0.979, -1.476, 1.626], [-2.515, -0.805, 1.119], [-0.355, 2.150, 1.593], [-0.699, 0.736, 2.606], [-2.008, 1.563, 1.771], [0.279, -3.054, 0.141], [2.062, -2.960, 0.009], [1.096, -3.421, -1.384], [2.604, 1.120, -2.311], [3.431, 0.508, -0.857], [3.472, 2.235, -1.253], [-1.367, 2.132, -0.605], [-0.892, 0.811, -1.667], [1.255, -1.599, 1.765], [2.767, -0.568, 0.989], [-0.274, -1.192, -1.638], [2.576, 1.913, 1.698]],
  "forces_ev_per_angstrom": [[0.2, 0.0, 0.0], [0.2, 0.0, -0.1], [0.1, 0.0, 0.1], [0.1, 0.2, 0.2], [-0.1, 0.0, 0.0], [-0.1, 0.0, -0.2], [-1.0, 0.1, 0.2], [0.8, 0.2, -0.2], [0.0, -0.8, 0.3], [0.1, -0.4, 0.1], [1.8, 0.6, 1.8], [-0.1, 0.0, 0.1], [-0.1, -0.1, 0.0], [-0.1, 0.0, 0.0], [0.0, -0.1, 0.0], [0.0, -0.1, 0.0], [-0.1, 0.1, 0.0], [-0.1, 0.1, 0.1], [-0.1, 0.1, 0.0], [0.0, 0.0, 0.0], [0.0, 0.0, 0.0], [-0.1, 0.0, 0.0], [0.0, 0.0, -0.1], [0.0, 0.0, 0.1], [0.0, 0.1, -0.1], [0.0, 0.1, 0.1], [0.1, -0.1, -0.1], [0.0, 0.1, 0.1], [-0.1, -0.1, 0.1], [0.2, 0.1, 0.0], [-0.2, 0.1, -0.1], [-1.6, -0.1, -2.4]],
  "lowdin_charge": [-0.0758, -0.0632, -0.0971, -0.3398, -0.4367, -0.2734, -0.6702, -0.7735, 0.8309, 0.9735, 0.9737, 0.0826, 0.0783, 0.0873, 0.0663, 0.0735, 0.0998, 0.0503, 0.0657, 0.1055, 0.0311, 0.0326, 0.0509, 0.0236, 0.0080, 0.0410, 0.0927, 0.0749, -0.0901, -0.0819, -0.0397, 0.0990]
}

***

Total energy in eV, matching the order above: -33413.81923, -13550.78056, -17277.89110, -36945.91251
Relative energy (zero: lowest compared OMol25 entry of this formula, charge and spin) in kcal/mol, matching the order above: 51.2, 72.2, 22.8, 88.9
Largest force on an atom in eV/A, matching the order above: 4.8, 4.1, 1.8, 2.8